Formula: C33H37BrCl2NO4SSbV
Source: the Open Molecules 2025 dataset
Level of theory: ωB97M-V/def2-TZVPD

Properties
E_HOMO (spin up / spin down), eV: -3.405 / -3.409
Largest force on an atom, eV/Å: 1.06
Energy, eV: -182651.5875
Energy above the lowest of the compared OMol25 structures with the same formula, charge and spin, kJ/mol: 103.9
Orbital gap (spin up / spin down), Eh: 0.202 / 0.200

```
! wB97M-V def2-TZVPD RIJCOSX def2/J DEFGRID3
* xyz -1 3
V -0.5628 2.2268 -0.1734
Cl 0.9729 -1.8797 -6.2448
C 0.8509 -1.2841 -4.6108
C 0.5895 -2.2042 -3.5726
C 0.4895 -1.7825 -2.2836
Cl 0.2221 -2.9410 -1.0239
C 0.6159 -0.3921 -1.8942
O 0.5026 -0.0311 -0.6958
C 0.9016 0.4987 -3.0030
C 0.9621 1.8853 -2.7456
O 0.8251 2.3585 -1.6026
C 1.0037 0.0355 -4.3328
H 0.4723 -3.2537 -3.8061
H 1.1035 2.5842 -3.5812
H 1.1925 0.7504 -5.1251
S -1.0857 5.5659 2.7914
C -1.4375 6.2855 1.2720
C -1.2250 5.4287 0.2363
C -0.7452 4.1452 0.6371
C -0.6378 4.0896 2.0019
C -0.1271 2.9107 2.6779
C -0.0155 2.7453 4.0556
C 0.4978 1.5601 4.5506
C 0.8800 0.5578 3.6708
C 0.7357 0.7895 2.3150
N 0.2707 1.9381 1.8342
H -1.8014 7.3004 1.2304
H -1.4233 5.6999 -0.7918
H -0.3400 3.5338 4.7216
H 0.5841 1.4142 5.6203
H 1.2706 -0.3888 4.0183
H 0.9785 0.0386 1.5756
C 5.8876 -3.1582 1.3154
C 4.5634 -2.8790 2.0191
Sb 3.1117 -1.5400 1.0778
C 3.8280 -1.7167 -0.9632
C 5.0862 -0.9458 -1.3456
C 4.0559 0.3580 1.5770
C 5.5295 0.3552 1.9680
H 6.4571 -3.9359 1.8334
H 6.5160 -2.2690 1.2712
H 5.7321 -3.4988 0.2901
H 4.7347 -2.4764 3.0217
H 4.0146 -3.8125 2.1644
H 2.9924 -1.4025 -1.5882
H 3.9503 -2.7877 -1.1454
H 4.9712 0.1227 -1.1554
H 5.3049 -1.0629 -2.4107
H 5.9607 -1.2864 -0.7913
H 3.4516 0.7725 2.3879
H 3.8806 1.0115 0.7184
H 5.7137 -0.2794 2.8373
H 5.8699 1.3630 2.2230
H 6.1624 -0.0071 1.1584
Br -4.2928 1.7396 -3.5369
C -3.7791 0.0947 -2.7066
C -4.1289 -1.0337 -3.3590
C -3.7809 -2.3109 -2.7643
C -3.2560 -2.3892 -1.5387
C -2.9536 -1.1946 -0.6675
C -3.1174 0.1169 -1.4388
C -2.5477 1.2457 -0.8806
O -2.1629 2.3749 -1.4119
O -2.0565 1.1541 0.3716
H -4.6589 -0.9903 -4.2992
H -3.9841 -3.2169 -3.3254
H -3.0353 -3.3608 -1.1059
H -1.8947 -1.2764 -0.3898
C -5.5480 -0.4353 2.1745
C -5.0858 -0.5869 0.7273
C -6.1408 -1.3072 -0.1067
C -3.7249 -1.2797 0.6834
H -6.5222 0.0581 2.2312
H -4.8320 0.1549 2.7499
H -5.6436 -1.4155 2.6536
H -4.9544 0.4143 0.3059
H -6.3634 -2.2901 0.3230
H -5.8037 -1.4563 -1.1321
H -7.0716 -0.7338 -0.1354
H -3.0997 -0.8428 1.4635
H -3.8559 -2.3428 0.9300
*
```